Below is a 2-piece molecular cluster, CH4NO2S overall, with properties calculated with ωB97M-V/def2-TZVPD.

## Properties
Gap between HOMO and LUMO (alpha / beta) (eV): 7.681 / 7.620
Net charge: -1
Relative energy (zero: lowest compared OMol25 entry of this formula, charge and spin) (kcal/mol): 141.4
Largest force on an atom (eV Å⁻¹): 3.6
Calculated total energy (Eh): -643.80755
E_HOMO (alpha / beta) (eV): -3.51 / -3.52

Element x y z (Å)
N: 1.855 1.529 0.353
O: -0.668 0.670 -1.677
H: 1.431 2.434 -0.198
H: -1.903 -0.720 0.522
S: 0.257 0.040 -0.710
O: 0.982 -1.143 -1.270
H: -0.392 -1.720 0.588
H: -0.703 -0.333 1.672
C: -0.858 -0.757 0.719

Below is C33H26Cl72N2O5P as an isolated structure, with properties calculated with ωB97M-V/def2-TZVPD.

## Properties
Gap between HOMO and LUMO (eV): 7.545
Net charge: +1
Largest force on an atom (eV Å⁻¹): 2.7
Calculated total energy (Eh): -35233.39739
E_HOMO (eV): -11.98

Element x y z (Å)
Cl: -5.173 3.148 7.661
Cl: -5.978 -4.440 6.568
H: 4.095 1.646 2.232
H: -1.988 1.640 3.200
Cl: 18.440 -2.115 -4.489
Cl: -6.151 5.408 9.181
H: 5.152 -0.829 1.572
Cl: 10.843 2.525 -0.801
O: 2.480 2.483 1.264
Cl: -6.744 4.257 2.916
Cl: 3.612 2.659 -6.009
H: 1.144 -2.773 -0.627
Cl: -14.717 -2.847 4.597
Cl: -9.241 0.389 1.415
Cl: -3.685 4.105 9.954
Cl: 10.692 7.114 -7.929
Cl: 11.745 2.151 -5.060
C: 9.285 6.117 -7.523
Cl: -8.249 -2.164 2.359
Cl: -3.628 -7.100 5.582
Cl: -0.982 -8.238 5.342
Cl: -5.320 -5.068 -2.212
Cl: -8.097 -5.757 -3.971
C: 1.777 -1.371 0.981
Cl: 1.998 2.343 -8.389
Cl: -3.628 -3.783 5.011
Cl: -4.088 -2.486 7.559
Cl: 2.061 6.436 -8.821
H: -2.095 -0.841 1.238
C: 3.650 0.462 0.462
C: -5.306 3.854 9.284
H: 1.224 -0.706 1.693
C: -4.865 -3.141 6.107
Cl: 1.817 5.250 -6.191
Cl: -12.829 -0.788 3.831
H: 5.556 -0.503 -0.232
Cl: -5.715 -2.440 -1.053
Cl: 14.176 2.825 -6.479
C: 0.123 1.793 1.712
Cl: -3.861 4.352 3.168
N: -1.162 1.627 1.211
H: -2.339 -1.312 3.950
O: -3.952 0.290 -0.268
C: 2.568 -2.458 1.819
H: -0.004 -1.398 -0.315
C: 5.107 -0.122 0.714
Cl: 5.950 5.116 -1.398
C: 17.479 -1.132 -3.372
C: 2.772 1.493 -7.043
Cl: -15.903 -3.749 1.304
Cl: -5.760 -1.861 5.279
Cl: 6.591 -1.806 3.720
H: 3.796 1.218 -0.363
C: -8.743 -0.532 2.844
H: 2.131 -2.442 2.859
H: 1.958 -0.171 -0.890
H: 3.239 -1.388 -0.629
H: -2.246 1.157 -2.751
Cl: 8.077 6.246 -8.813
C: 0.892 2.503 -0.556
C: -6.297 -4.116 -1.083
H: -3.905 1.084 -2.857
Cl: -15.482 -0.824 2.675
C: 2.329 6.694 -7.089
Cl: 6.173 0.802 4.903
Cl: 9.790 4.425 -7.351
Cl: -10.099 -0.635 3.980
O: 2.743 3.833 -1.185
Cl: 1.533 0.644 -6.091
H: 2.605 0.692 2.479
H: -3.685 -0.395 -0.913
Cl: -7.996 -4.137 -1.594
Cl: 8.581 6.678 -5.997
C: -7.961 -6.836 -5.373
Cl: 7.997 2.267 -1.254
Cl: -8.425 -8.479 -4.901
Cl: 4.051 6.993 -6.796
C: -14.541 -1.143 4.140
C: -2.708 -8.514 5.044
Cl: 16.763 0.230 -4.249
Cl: 13.772 0.133 -5.502
C: 5.615 -0.879 4.872
O: 2.052 2.351 -2.769
Cl: -6.216 2.755 10.334
C: -16.552 -3.955 -0.332
P: -3.244 1.734 -0.777
Cl: -0.697 -7.523 1.756
H: -3.218 1.424 1.910
H: 0.335 1.575 2.784
Cl: -9.033 -6.267 -6.664
Cl: 12.200 1.116 -7.725
H: -0.698 2.518 -2.113
Cl: -7.370 0.280 3.620
Cl: -15.853 -5.407 -1.068
O: -2.904 -1.025 3.211
C: 3.166 1.278 1.714
C: -0.453 2.322 -1.046
H: 1.989 1.383 -2.655
H: -0.951 -0.601 2.637
Cl: 6.687 4.844 -4.178
Cl: -6.159 -4.798 0.542
Cl: -5.408 2.554 4.837
Cl: 5.777 -1.588 6.485
C: -0.262 -5.878 1.283
C: -5.390 4.150 4.051
H: 2.356 -3.487 1.431
Cl: 18.522 -0.520 -2.077
Cl: 1.385 8.092 -6.546
C: 1.199 2.247 0.870
Cl: 4.053 5.799 -3.476
Cl: 9.699 3.378 -3.317
Cl: -5.538 5.425 5.265
C: -1.486 1.889 -0.096
Cl: -2.982 -8.759 3.309
Cl: -0.394 -4.811 2.698
H: 5.726 0.771 1.020
Cl: -18.314 -4.122 -0.251
Cl: -3.238 -9.950 5.934
H: 0.012 -2.770 0.861
C: 5.762 5.809 -3.017
Cl: 3.935 0.317 -7.677
Cl: -1.366 -5.317 0.013
C: 2.626 -0.607 -0.090
C: 0.652 -2.166 0.173
Cl: 9.181 4.892 -0.907
Cl: -15.129 -0.114 5.458
Cl: -16.138 -2.537 -1.312
Cl: 1.403 -5.846 0.677
C: 9.430 3.265 -1.569
C: -2.008 -0.433 2.276
Cl: 6.366 7.476 -3.019
Cl: 16.188 -2.126 -2.671
Cl: -6.285 -6.838 -5.953
H: 3.659 -2.271 1.931
C: 2.008 2.974 -1.540
C: -2.174 1.155 2.210
Cl: 3.909 -0.926 4.376
C: 12.974 1.555 -6.192
N: -3.115 1.660 -2.533

Below is an isolated molecule of C2H2N4O, with properties calculated with ωB97M-V/def2-TZVPD.

## Properties
Gap between HOMO and LUMO (eV): 9.221
Relative energy (zero: lowest compared OMol25 entry of this formula, charge and spin) (kcal/mol): 84.0
Largest force on an atom (eV Å⁻¹): 3.5
Calculated total energy (Eh): -371.48643
E_HOMO (eV): -10.04

Element x y z (Å)
N: 2.264 0.078 0.268
C: 0.011 1.348 -0.226
N: -1.209 1.061 0.038
C: 0.982 0.166 -0.070
H: 0.432 2.474 -0.446
O: -1.618 -0.240 0.351
H: 2.579 -0.979 0.277
N: -0.825 -1.308 -0.189
N: 0.338 -1.069 -0.239

Below is C3H4Cl2N as an isolated structure, with properties calculated with ωB97M-V/def2-TZVPD.

## Properties
Gap between HOMO and LUMO (alpha / beta) (eV): 7.271 / 7.857
Net charge: +1
Relative energy (zero: lowest compared OMol25 entry of this formula, charge and spin) (kcal/mol): 71.0
Largest force on an atom (eV Å⁻¹): 6.0
Calculated total energy (Eh): -1091.38192
E_HOMO (alpha / beta) (eV): -13.61 / -13.55

Element x y z (Å)
H: 0.570 1.108 -0.533
Cl: -1.677 1.133 -0.147
H: -2.270 -1.780 0.563
C: 1.032 -1.255 0.350
N: -0.251 -1.369 0.305
Cl: 1.740 -1.587 1.839
H: 1.591 -1.311 -0.639
C: -1.451 -1.130 0.342
H: 0.138 1.873 1.037
C: -0.126 1.539 0.167

Below is a 3-piece molecular cluster, C3H12NO overall, with properties calculated with ωB97M-V/def2-TZVPD.

## Properties
Gap between HOMO and LUMO (eV): 5.070
Net charge: +1
Relative energy (zero: lowest compared OMol25 entry of this formula, charge and spin) (kcal/mol): 218.0
Largest force on an atom (eV Å⁻¹): 4.7
Calculated total energy (Eh): -250.92301
E_HOMO (eV): -15.41

Element x y z (Å)
C: -0.182 0.851 0.369
H: 1.479 0.881 -1.181
H: -2.788 -0.908 0.062
H: 2.718 -2.010 0.377
N: -1.981 -0.539 0.560
H: -0.940 -0.148 -1.218
H: 1.202 -1.759 -0.259
C: -1.348 0.338 -0.342
C: 1.112 1.495 -0.311
H: -0.198 -2.249 -0.163
H: 1.849 1.623 0.550
O: 2.201 -1.389 -0.079
H: -0.571 1.440 1.182
H: 0.128 0.166 1.125
H: 0.837 2.464 -0.758
H: -1.463 -1.436 0.614
H: -2.054 1.178 -0.528

Below is an isolated molecule of C4H6N2, with properties calculated with ωB97M-V/def2-TZVPD.

## Properties
Gap between HOMO and LUMO (eV): 10.351
Relative energy (zero: lowest compared OMol25 entry of this formula, charge and spin) (kcal/mol): 110.7
Largest force on an atom (eV Å⁻¹): 1.7
Calculated total energy (Eh): -265.35912
E_HOMO (eV): -9.09

Element x y z (Å)
H: 1.482 0.006 -1.556
C: -0.525 0.747 -0.571
H: -0.305 1.655 1.266
H: -0.983 1.262 -1.399
C: 0.876 0.035 -0.664
H: 0.550 -2.212 0.011
C: -0.993 -0.421 0.164
C: 0.373 -1.138 0.107
H: -1.891 -1.007 -0.072
H: 0.984 0.300 1.346
N: 1.411 -0.293 0.634
N: -0.979 1.066 0.734

Below is C18H16O14Rb as an isolated structure, with properties calculated with ωB97M-V/def2-TZVPD.

## Properties
Gap between HOMO and LUMO (eV): 4.005
Net charge: -3
Largest force on an atom (eV Å⁻¹): 2.7
Calculated total energy (Eh): -1772.93800
E_HOMO (eV): 0.96

Element x y z (Å)
H: -0.798 21.469 27.307
O: 3.415 22.921 19.947
H: 2.092 18.672 29.944
C: 1.164 19.226 29.831
H: 0.428 18.926 30.572
O: 5.357 23.775 26.128
H: 5.818 25.558 28.011
C: 3.222 23.337 29.047
C: 3.610 19.391 22.190
C: 6.746 22.178 27.296
H: 3.060 24.399 29.196
O: -0.669 20.642 23.404
H: -0.202 19.858 27.001
O: -1.294 20.634 25.446
H: 8.057 21.090 28.666
C: 6.094 23.609 27.111
C: 7.048 24.345 29.272
C: 7.522 22.014 28.477
Rb: 3.589 21.450 25.636
C: 2.859 20.693 20.073
C: -1.054 20.520 26.828
C: 2.223 21.250 29.358
H: 0.729 19.772 22.082
C: -0.225 20.650 24.641
O: 1.327 20.627 30.126
O: 4.560 22.837 22.500
H: -1.962 20.117 27.267
O: 8.535 22.806 30.404
O: 2.417 18.406 20.306
C: 3.426 21.840 20.606
H: 3.221 23.122 27.983
C: 0.312 20.739 22.352
O: 6.585 21.297 26.438
H: -0.213 21.221 21.530
C: 7.764 23.017 29.440
C: 4.159 21.783 21.950
O: 3.548 18.326 22.813
H: 2.347 20.633 19.121
O: 3.006 20.719 28.615
C: 6.317 24.604 28.112
O: 0.914 20.576 24.986
O: 2.205 22.543 29.674
C: 2.918 19.451 20.763
H: 0.804 19.124 28.811
H: 4.730 20.539 23.612
H: 4.225 23.114 29.414
O: 7.083 25.222 30.188
C: 4.246 20.584 22.646
H: 1.125 21.419 22.610

Below is a 2-piece molecular cluster, CH4NO4S2 overall, with properties calculated with ωB97M-V/def2-TZVPD.

## Properties
Gap between HOMO and LUMO (eV): 8.098
Net charge: -1
Relative energy (zero: lowest compared OMol25 entry of this formula, charge and spin) (kcal/mol): 87.8
Largest force on an atom (eV Å⁻¹): 3.2
Calculated total energy (Eh): -1192.48332
E_HOMO (eV): -4.42

Element x y z (Å)
O: -0.158 -2.190 0.616
H: -0.670 0.554 -1.842
O: 0.567 2.326 -1.487
O: 1.926 0.886 0.027
S: 0.948 -0.821 0.816
H: -0.881 -1.537 0.760
N: -0.814 -0.151 -1.153
H: -1.579 0.370 1.437
S: 0.759 1.911 -0.062
C: -0.259 0.298 -0.005
O: 1.009 -0.438 2.214
H: -0.848 -1.207 -1.321